(1)
{
  "formula": "C20H26N2O2",
  "method": "the ωB97M-V functional and the def2-TZVPD basis",
  "elements": ["C", "C", "O", "H", "H", "H", "H", "C", "H", "H", "H", "C", "C", "H", "H", "C", "C", "C", "C", "C", "C", "H", "H", "H", "C", "H", "H", "H", "H", "H", "N", "C", "H", "C", "H", "C", "O", "H", "C", "H", "C", "H", "H", "C", "H", "H", "C", "N", "C", "H"],
  "positions_angstrom": [[-0.0078, -0.2781, -1.5593], [-2.0292, 1.1348, -1.5883], [0.6060, 1.7829, 1.2571], [-1.9724, -1.1177, -3.2335], [3.0621, -1.0811, 6.0429], [-3.1109, 0.9894, -1.4521], [0.5220, 3.1546, -4.9502], [-0.6058, 2.2731, -3.3659], [5.1717, -2.2092, 3.7718], [0.1997, 2.3849, -2.6570], [-0.5462, 2.4498, -0.6337], [-0.6307, -1.1941, 2.1230], [-1.5661, 2.0972, -0.4788], [0.3151, -1.2534, -1.1970], [-0.8364, -1.8965, 2.9428], [-1.8113, 1.6994, -2.9769], [1.7175, -1.6928, 2.1298], [-0.4412, 1.2270, 1.5079], [-1.4350, 2.5837, -5.5991], [-2.8226, 1.5775, -3.9243], [4.0959, -1.9680, 1.9362], [0.3019, -0.1708, -2.6090], [4.1248, -2.4823, 5.9072], [-1.2876, 2.9257, -6.6129], [3.0713, -1.9844, 4.1080], [-2.2330, 2.9666, -0.4653], [-3.7681, 1.1358, -3.6401], [4.9813, -2.0330, 1.3213], [0.4901, 0.4768, -0.9581], [0.9596, -1.7423, 4.1465], [-1.4439, -0.1924, -1.3820], [-2.1181, -1.2188, -2.1475], [2.3719, -2.7011, 6.0040], [1.8300, -1.7971, 3.5094], [-1.4151, -1.3009, 1.3672], [-0.6088, 0.2470, 2.6598], [0.5469, -1.5448, 1.4408], [0.2369, 0.3760, 3.3359], [3.1651, -2.0731, 5.6023], [-1.5377, 0.4437, 3.1963], [-2.6399, 2.0162, -5.2233], [-3.1876, -1.1906, -1.9371], [2.7633, -1.6984, 0.2731], [4.2038, -2.0675, 3.3141], [-2.3777, 0.8544, 0.9928], [-3.4394, 1.9134, -5.9427], [2.8658, -1.7824, 1.3430], [-1.5783, 1.4385, 0.8047], [-0.4212, 2.7114, -4.6658], [-1.7305, -2.1891, -1.8381]],
  "mulliken_charge": [-1.4621, 0.0350, -0.6477, 0.3600, 0.2905, 0.5997, 0.3766, -0.0724, 0.3601, 0.3082, 0.4924, -0.7945, -1.4090, 0.4947, 0.3410, 0.2078, 0.7809, 0.4533, -0.4154, -0.3680, -0.6275, 0.3464, 0.3922, 0.3900, 0.4662, 0.3267, 0.3444, 0.3794, 0.3889, 0.2941, 0.5776, -1.0636, 0.3533, -0.1186, 0.5107, -0.8093, -0.3463, 0.4537, -1.4717, 0.4446, -0.6531, 0.3715, 0.4298, -0.6894, 0.2991, 0.3862, -0.6764, -0.0268, -0.8746, 0.2713],
  "lumo_ev": 0.69,
  "total_charge": 0,
  "energy_ha": -1037.70492,
  "multiplicity": 1,
  "orbital_gap_ev": 9.05,
  "de_lowest_kcal_mol": 33.06
}

=====

(2)
{
  "formula": "C6H6O",
  "method": "the ωB97M-V functional and the def2-TZVPD basis",
  "elements": ["C", "H", "C", "H", "C", "O", "H", "H", "C", "H", "C", "C", "H"],
  "positions_angstrom": [[-0.3705, 0.3288, 0.0487], [-0.4372, 0.2279, 1.2075], [1.2042, -1.4432, -0.4563], [0.9821, 0.9490, -1.3114], [2.0742, 0.0340, 0.1091], [3.1607, -0.0889, 0.5258], [0.0333, -2.6869, 1.2397], [-1.0944, 1.0747, -0.2922], [0.3841, -2.0302, 0.4272], [0.8628, 2.0123, 0.2127], [-0.2255, -1.0500, -0.5652], [0.9727, 1.0063, -0.1917], [-0.8312, -1.3024, -1.3996]],
  "mulliken_charge": [-0.5824, 0.2422, -0.0220, 0.2752, 0.3282, -0.4224, 0.3692, 0.4027, -0.4449, 0.4042, -0.4953, -0.4459, 0.3913],
  "lumo_ev": 0.46,
  "total_charge": 0,
  "energy_ha": -307.28979,
  "multiplicity": 1,
  "orbital_gap_ev": 9.18,
  "de_lowest_kcal_mol": 108.96
}

=====

(3)
{
  "formula": "C5H9N2",
  "method": "the ωB97M-V functional and the def2-TZVPD basis",
  "elements": ["C", "H", "H", "H", "C", "H", "H", "C", "H", "H", "C", "N", "N", "H", "H", "C"],
  "positions_angstrom": [[0.1991, 1.4787, 1.4197], [-1.3124, 0.7091, -1.3309], [-0.5163, -1.2508, -2.4593], [-1.4313, 2.4253, 0.7894], [0.3127, -1.7739, -1.9983], [1.3438, -1.9581, -0.0669], [1.4646, -0.2237, 1.4778], [-0.8347, 0.6681, -0.3685], [0.2176, -2.8535, -2.1036], [-0.3199, -2.4176, -0.0640], [0.3614, -1.6529, -0.4401], [0.6241, 0.2472, 1.1913], [-0.7489, 1.7423, 0.4938], [0.6605, 2.1492, 2.1241], [1.2820, -1.5064, -2.4122], [-0.0204, -0.3166, 0.1093]],
  "mulliken_charge": [-0.2260, 0.3588, 0.3712, 0.2934, -1.0614, 0.3472, 0.2867, -0.4697, 0.3225, 0.2894, -0.4492, -0.0610, -0.0675, 0.3998, 0.2933, 0.3726],
  "lumo_ev": -3.58,
  "total_charge": 1,
  "energy_ha": -305.18980,
  "multiplicity": 1,
  "orbital_gap_ev": 10.62,
  "de_lowest_kcal_mol": 25.24
}

=====

Repeat the second record exactly.
{
  "formula": "C6H6O",
  "method": "the ωB97M-V functional and the def2-TZVPD basis",
  "elements": ["C", "H", "C", "H", "C", "O", "H", "H", "C", "H", "C", "C", "H"],
  "positions_angstrom": [[-0.3705, 0.3288, 0.0487], [-0.4372, 0.2279, 1.2075], [1.2042, -1.4432, -0.4563], [0.9821, 0.9490, -1.3114], [2.0742, 0.0340, 0.1091], [3.1607, -0.0889, 0.5258], [0.0333, -2.6869, 1.2397], [-1.0944, 1.0747, -0.2922], [0.3841, -2.0302, 0.4272], [0.8628, 2.0123, 0.2127], [-0.2255, -1.0500, -0.5652], [0.9727, 1.0063, -0.1917], [-0.8312, -1.3024, -1.3996]],
  "mulliken_charge": [-0.5824, 0.2422, -0.0220, 0.2752, 0.3282, -0.4224, 0.3692, 0.4027, -0.4449, 0.4042, -0.4953, -0.4459, 0.3913],
  "lumo_ev": 0.46,
  "total_charge": 0,
  "energy_ha": -307.28979,
  "multiplicity": 1,
  "orbital_gap_ev": 9.18,
  "de_lowest_kcal_mol": 108.96
}

=====

Which formula does entry 1 have?
C20H26N2O2